(1)
The following is a quantum chemistry calculation of the molecule C16H13BN2O3 at a distorted geometry, from the OMol25 dataset.

Results
Energy above the lowest of the compared OMol25 structures with the same formula, charge and spin: 0.000 eV
LUMO energy: -0.47 eV
Strongest force on any atom: 2.4 eV/Å
HOMO-LUMO gap: 7.830 eV
Charge: 0
SMILES string: O=C(Nc1cccc(B(O)O)c1)c1ccc2ccccc2n1

Each line ends with the natural charge from an NBO analysis.
Geometry (Å):
O -1.985 -1.072 -1.865  -0.587
C -1.212 -0.383 -1.206  0.643
N -0.377 -0.891 -0.180  -0.630
C -0.095 -2.218 0.167  0.244
C -0.637 -3.290 -0.530  -0.265
C -0.431 -4.611 -0.131  -0.182
C 0.303 -4.872 1.004  -0.209
C 0.854 -3.800 1.686  -0.363
B 1.655 -4.173 2.996  1.130
O 1.084 -5.101 3.887  -0.881
O 2.938 -3.683 3.261  -0.933
C 0.706 -2.481 1.296  -0.259
C -1.060 1.089 -1.418  0.120
C -1.740 1.751 -2.448  -0.227
C -1.547 3.081 -2.623  -0.127
C -0.684 3.803 -1.758  -0.122
C -0.580 5.210 -1.748  -0.168
C 0.096 5.849 -0.748  -0.206
C 0.729 5.154 0.245  -0.206
C 0.667 3.783 0.252  -0.203
C -0.078 3.071 -0.735  0.224
N -0.283 1.723 -0.563  -0.437
H 0.231 -0.190 0.245  0.425
H -1.204 -3.030 -1.405  0.247
H -0.839 -5.428 -0.689  0.212
H 0.493 -5.890 1.270  0.218
H 1.743 -5.280 4.588  0.491
H 3.334 -2.843 2.874  0.516
H 1.068 -1.699 1.932  0.203
H -2.396 1.204 -3.113  0.245
H -2.115 3.598 -3.381  0.218
H -1.083 5.763 -2.504  0.212
H 0.066 6.920 -0.717  0.216
H 1.265 5.720 1.014  0.222
H 1.115 3.215 1.046  0.221

(2)
The following is a quantum chemistry calculation of a cluster of 2 separate species, C3H3ClS in total at a distorted geometry, from the OMol25 dataset.

Results
Energy above the lowest of the compared OMol25 structures with the same formula, charge and spin: 7.080 eV
LUMO energy: -0.47 eV
Strongest force on any atom: 5.9 eV/Å
HOMO-LUMO gap: 7.130 eV
Charge: 0

Each line ends with the natural charge from an NBO analysis.
Geometry (Å):
C 0.502 -1.083 0.124  -0.333
C 0.658 -2.502 -1.557  -0.104
C -0.003 1.478 0.738  -0.746
S -0.077 0.272 -0.627  0.340
Cl -0.755 -3.107 -1.691  0.155
H -0.973 1.293 1.307  0.224
H -0.115 2.319 0.213  0.213
H 0.762 1.328 1.493  0.252

(3)
The following is a quantum chemistry calculation of a cluster of 18 separate species, C68H152Cl20O24 in total at a distorted geometry, from the OMol25 dataset.

Results
LUMO energy: 0.38 eV
Strongest force on any atom: 3.9 eV/Å
HOMO-LUMO gap: 9.756 eV
Charge: 0

Each line ends with the Löwdin charge.
Geometry (Å):
C 2.642 -8.809 -3.325  -0.115
O 1.716 -8.928 -2.298  -0.208
C 0.552 -9.592 -2.694  -0.214
C -0.339 -9.787 -1.513  -0.215
O -0.939 -8.529 -1.195  -0.162
C -2.120 -8.621 -0.426  -0.177
C -2.573 -7.248 -0.012  -0.215
O -1.648 -6.712 0.872  -0.164
C -1.917 -5.308 1.003  -0.106
H 3.535 -8.314 -2.830  0.115
H 2.167 -8.230 -4.131  0.085
H 3.017 -9.684 -3.809  0.073
H 0.891 -10.543 -3.061  0.126
H -0.051 -9.021 -3.386  0.126
H 0.226 -10.139 -0.643  0.072
H -1.027 -10.641 -1.743  0.142
H -1.931 -9.147 0.452  0.104
H -2.971 -9.044 -1.018  0.148
H -3.499 -7.342 0.428  0.100
H -2.683 -6.617 -0.864  0.120
H -1.768 -4.685 0.115  0.037
H -1.395 -4.868 1.835  0.069
H -2.940 -5.142 1.303  0.064
C 3.231 7.179 5.978  -0.121
O 3.577 5.845 6.231  -0.198
C 2.815 5.328 7.320  -0.226
C 3.264 3.939 7.557  -0.238
O 3.123 3.022 6.543  -0.105
C 1.992 3.001 5.720  -0.211
C 2.174 1.873 4.739  -0.220
O 2.221 0.642 5.413  -0.242
C 3.480 0.020 5.050  -0.059
H 4.077 7.761 5.626  0.080
H 2.913 7.707 6.879  0.081
H 2.452 7.211 5.153  0.109
H 1.698 5.372 7.113  0.142
H 2.991 5.968 8.260  0.152
H 2.851 3.623 8.539  0.122
H 4.335 4.046 7.791  0.139
H 1.708 3.899 5.200  0.108
H 1.089 2.803 6.292  0.070
H 2.967 2.035 4.022  0.102
H 1.299 1.891 4.083  0.106
H 3.219 -1.067 5.043  0.061
H 4.252 0.233 5.826  0.112
H 3.742 0.297 4.054  0.057
C -6.018 -8.353 3.530  -0.099
O -5.661 -7.343 2.591  -0.167
C -6.563 -6.291 2.580  -0.253
C -6.173 -5.225 1.636  -0.176
O -4.955 -4.673 2.129  -0.138
C -4.840 -3.246 2.136  -0.172
C -4.810 -2.545 0.808  -0.197
O -6.113 -2.748 0.219  -0.200
C -6.132 -2.032 -1.021  -0.135
H -6.942 -8.886 3.279  0.081
H -6.169 -7.846 4.549  0.114
H -5.342 -9.179 3.547  0.071
H -6.746 -5.870 3.600  0.140
H -7.556 -6.675 2.362  0.124
H -6.946 -4.523 1.543  0.111
H -5.929 -5.629 0.701  0.118
H -3.967 -3.042 2.727  0.124
H -5.671 -2.828 2.646  0.117
H -4.033 -3.019 0.182  0.119
H -4.572 -1.430 0.825  0.118
H -5.885 -0.969 -0.859  0.032
H -7.099 -2.040 -1.523  0.091
H -5.401 -2.377 -1.743  0.080
C -0.344 2.615 -2.352  -0.093
O 0.417 3.813 -2.431  -0.192
C 0.048 4.690 -3.443  -0.199
C 1.270 5.544 -3.900  -0.171
O 2.113 4.765 -4.721  -0.133
C 3.283 5.369 -5.096  -0.248
C 3.946 4.567 -6.186  -0.185
O 3.089 4.709 -7.341  -0.207
C 3.468 3.764 -8.319  -0.112
H -1.377 2.756 -1.992  0.055
H 0.135 1.951 -1.672  0.038
H -0.460 2.145 -3.348  0.089
H -0.728 5.331 -2.993  0.129
H -0.411 4.177 -4.303  0.122
H 1.806 5.865 -2.983  0.123
H 0.834 6.476 -4.344  0.131
H 3.869 5.483 -4.155  0.140
H 3.133 6.368 -5.483  0.125
H 3.981 3.451 -5.798  0.121
H 4.982 4.887 -6.343  0.126
H 2.997 4.071 -9.253  0.087
H 3.137 2.728 -7.980  0.079
H 4.562 3.719 -8.459  0.086
C 0.034 5.877 -7.390  -0.052
O -0.460 4.510 -7.384  -0.178
C -1.721 4.447 -7.996  -0.227
C -2.165 3.011 -8.368  -0.167
O -2.212 2.083 -7.280  -0.125
C -0.974 1.541 -6.903  -0.199
C -1.149 0.112 -6.491  -0.202
O -1.780 -0.040 -5.226  -0.214
C -2.180 -1.365 -4.955  -0.103
H 1.058 5.663 -7.042  0.075
H -0.486 6.494 -6.728  0.067
H 0.095 6.236 -8.385  0.079
H -1.708 4.883 -9.004  0.119
H -2.525 4.945 -7.441  0.127
H -1.490 2.593 -9.121  0.118
H -3.174 3.047 -8.828  0.133
H -0.398 2.033 -6.128  0.116
H -0.361 1.581 -7.812  0.128
H -0.166 -0.401 -6.479  0.117
H -1.715 -0.463 -7.187  0.117
H -1.289 -1.981 -5.144  0.067
H -2.937 -1.599 -5.672  0.081
H -2.517 -1.474 -3.884  0.112
C 4.355 1.562 -2.817  -0.195
O 4.846 0.341 -3.024  -0.191
C 6.285 0.281 -2.893  -0.148
C 6.618 -1.157 -3.116  -0.155
O 5.962 -1.906 -2.052  -0.162
C 5.541 -3.238 -2.421  -0.138
C 4.775 -3.745 -1.178  -0.281
O 5.705 -4.194 -0.289  -0.151
C 5.178 -4.479 0.959  -0.120
H 4.905 1.966 -1.984  0.071
H 3.337 1.475 -2.635  0.056
H 4.515 2.274 -3.587  0.066
H 6.610 0.566 -1.899  0.111
H 6.720 0.988 -3.620  0.142
H 7.670 -1.412 -3.024  0.129
H 6.195 -1.503 -4.063  0.121
H 6.390 -3.864 -2.625  0.120
H 4.882 -3.218 -3.302  0.118
H 4.078 -4.543 -1.551  0.085
H 4.152 -2.957 -0.788  0.073
H 4.716 -5.438 1.017  0.061
H 4.373 -3.770 1.284  0.091
H 6.026 -4.459 1.656  0.101
C -9.666 5.149 2.371  -0.088
O -8.359 4.891 1.815  -0.186
C -8.003 5.916 0.933  -0.235
C -6.752 5.462 0.199  -0.178
O -5.751 5.107 1.144  -0.132
C -4.419 5.417 0.849  -0.208
C -3.595 5.205 2.039  -0.220
O -3.958 6.117 3.072  -0.170
C -3.180 5.963 4.237  -0.117
H -9.590 6.094 2.976  0.100
H -9.932 4.422 3.144  0.082
H -10.511 5.149 1.678  0.087
H -7.870 6.825 1.507  0.128
H -8.633 6.095 0.044  0.131
H -6.391 6.355 -0.374  0.134
H -7.009 4.637 -0.544  0.133
H -4.217 6.423 0.480  0.140
H -4.064 4.678 0.198  0.110
H -2.510 5.283 1.789  0.148
H -3.770 4.220 2.341  0.064
H -3.122 4.885 4.432  0.040
H -3.622 6.504 5.117  0.105
H -2.134 6.295 4.080  0.089
C 2.766 -0.512 -0.297  -0.121
O 3.764 0.308 0.239  -0.197
C 4.756 -0.472 0.903  -0.162
C 5.940 0.476 1.142  -0.158
O 5.530 1.468 2.076  -0.160
C 6.548 2.412 2.389  -0.174
C 5.836 3.483 3.280  -0.211
O 6.782 4.522 3.462  -0.177
C 6.658 5.029 4.783  -0.095
H 2.253 -1.115 0.466  0.084
H 3.120 -1.168 -1.124  0.070
H 2.030 0.158 -0.868  0.089
H 5.041 -1.370 0.300  0.117
H 4.248 -0.753 1.811  0.111
H 6.041 0.940 0.140  0.113
H 6.859 -0.024 1.428  0.129
H 7.036 2.864 1.543  0.109
H 7.312 1.981 3.058  0.130
H 5.565 3.072 4.231  0.104
H 4.887 3.827 2.825  0.084
H 7.118 4.438 5.544  0.084
H 5.594 5.220 4.962  0.076
H 7.083 6.014 4.806  0.080
Cl 1.038 -4.815 -5.691  0.558
C 0.347 -5.519 -4.235  -0.685
C -0.818 -4.731 -3.698  -0.681
Cl -2.452 -5.150 -4.352  0.518
H 1.190 -5.421 -3.528  0.038
H 0.168 -6.617 -4.318  0.078
H -0.761 -3.666 -3.849  -0.040
H -0.938 -4.788 -2.619  0.051
Cl -1.582 2.975 5.956  0.618
C -1.647 1.365 5.259  -0.647
C -1.988 0.301 6.320  -0.670
Cl -3.542 0.636 7.060  0.581
H -0.670 1.198 4.814  0.040
H -2.407 1.323 4.476  0.009
H -1.264 0.283 7.167  0.047
H -1.853 -0.656 5.955  0.033
Cl -0.959 1.931 1.248  0.573
C -1.159 0.131 1.272  -0.643
C -0.918 -0.533 -0.024  -0.609
Cl -0.634 -2.294 0.284  0.602
H -2.171 -0.088 1.515  -0.004
H -0.477 -0.144 2.065  0.019
H -0.120 -0.146 -0.644  0.031
H -1.774 -0.480 -0.720  0.064
Cl 2.963 0.763 -5.713  0.636
C 2.595 -0.911 -5.173  -0.603
C 1.571 -0.675 -4.070  -0.578
Cl 1.286 -2.314 -3.326  0.616
H 3.526 -1.362 -4.788  0.062
H 2.207 -1.474 -6.020  0.066
H 0.666 -0.397 -4.484  0.004
H 1.958 0.016 -3.299  0.051
Cl 0.546 -1.893 4.152  0.597
C 1.069 -3.584 3.821  -0.673
C 2.322 -3.982 4.516  -0.648
Cl 2.678 -5.634 3.939  0.618
H 1.210 -3.494 2.660  0.074
H 0.142 -4.191 4.018  0.086
H 2.115 -3.988 5.584  0.076
H 3.178 -3.303 4.368  0.071
Cl -4.026 1.492 -1.817  0.559
C -4.865 1.556 -3.407  -0.645
C -6.200 0.920 -3.451  -0.618
Cl -7.297 1.799 -2.339  0.541
H -4.222 1.072 -4.149  0.070
H -4.885 2.581 -3.735  0.070
H -6.299 -0.093 -3.094  0.045
H -6.573 1.142 -4.459  0.087
Cl 2.125 4.382 2.075  0.615
C 2.489 3.341 0.704  -0.672
C 3.066 4.178 -0.385  -0.671
Cl 4.802 4.383 -0.086  0.623
H 1.547 2.873 0.393  0.030
H 3.264 2.642 0.973  0.034
H 2.580 5.197 -0.446  0.081
H 2.916 3.787 -1.383  0.048
Cl -7.162 0.411 1.340  0.603
C -6.527 2.068 1.558  -0.627
C -5.605 2.044 2.773  -0.675
Cl -4.069 1.364 2.415  0.659
H -7.321 2.698 1.783  0.029
H -5.983 2.446 0.684  0.054
H -6.096 1.473 3.611  0.095
H -5.427 3.078 3.011  0.053
Cl 2.063 0.935 10.173  0.572
C 1.297 0.882 8.586  -0.658
C 1.538 -0.452 7.855  -0.655
Cl 0.636 -1.771 8.637  0.552
H 1.771 1.668 7.963  0.046
H 0.268 1.112 8.676  0.045
H 2.606 -0.640 7.820  0.074
H 1.182 -0.431 6.874  -0.002
Cl 1.711 -4.819 -0.597  0.590
C 1.513 -6.628 -0.469  -0.569
C 1.427 -6.926 0.992  -0.572
Cl 1.151 -8.756 1.263  0.584
H 2.411 -6.966 -0.931  0.047
H 0.608 -6.888 -1.026  0.059
H 0.570 -6.433 1.412  0.033
H 2.404 -6.746 1.439  0.015

(4)
The following is a quantum chemistry calculation of a cluster of 2 separate species, C3H5NO2 in total at a distorted geometry, from the OMol25 dataset.

Results
Energy above the lowest of the compared OMol25 structures with the same formula, charge and spin: 1.665 eV
LUMO energy: 0.89 eV
Strongest force on any atom: 5.3 eV/Å
HOMO-LUMO gap: 11.049 eV
Charge: 0
SMILES string: C1CN1.O=C=O

Each line ends with the natural charge from an NBO analysis.
Geometry (Å):
C 0.106 0.692 0.285  -0.247
C -0.133 -0.737 0.333  -0.250
N -0.202 -0.071 -0.925  -0.619
H 1.061 0.909 0.430  0.182
H -0.631 1.503 0.587  0.199
H 0.782 -1.255 0.514  0.182
H -1.003 -1.343 0.732  0.216
H 0.664 -0.092 -1.544  0.368
O -1.793 0.993 -2.861  -0.534
C -2.260 0.298 -2.067  1.054
O -2.893 -0.249 -1.251  -0.550

(5)
The following is a quantum chemistry calculation of the molecule C6H8O2 at a distorted geometry, from the OMol25 dataset.

Results
Energy above the lowest of the compared OMol25 structures with the same formula, charge and spin: 3.641 eV
LUMO energy: 0.92 eV
Strongest force on any atom: 7.9 eV/Å
HOMO-LUMO gap: 10.269 eV
Charge: 0
SMILES string: O=CO[C@H]1C[C@H]2C[C@H]21

Each line ends with the natural charge from an NBO analysis.
Geometry (Å):
O 1.542 1.173 0.517  -0.580
C 1.953 0.236 -0.180  0.640
O 1.241 -0.973 -0.391  -0.506
C -0.099 -1.009 -0.229  0.080
C -0.675 -0.665 1.094  -0.447
C -1.811 0.009 0.353  -0.215
C -1.279 1.219 -0.373  -0.423
C -0.961 -0.022 -0.943  -0.259
H 2.977 0.244 -0.482  0.143
H -0.258 -2.035 -0.366  0.204
H -0.152 0.129 1.735  0.228
H -0.754 -1.575 1.733  0.213
H -2.871 -0.143 0.610  0.228
H -2.186 1.900 -0.735  0.238
H -0.495 1.810 0.138  0.242
H -1.291 -0.520 -1.983  0.214

(6)
The following is a quantum chemistry calculation of the molecule C18H29N3O4S, from the OMol25 dataset.

Results
Energy above the lowest of the compared OMol25 structures with the same formula, charge and spin: 0.051 eV
LUMO energy: 0.55 eV
Strongest force on any atom: 1.0 eV/Å
HOMO-LUMO gap: 9.404 eV
Charge: 0
SMILES string: CC[C@H](C)NC(=O)C[C@H](NS(=O)(=O)c1ccc(NC(C)=O)cc1)C(C)C

Each line ends with the natural charge from an NBO analysis.
Geometry (Å):
C -6.407 -1.529 -1.032  -0.607
C -6.838 -0.078 -0.853  -0.395
C -5.837 0.722 -0.014  -0.063
C -6.331 2.145 0.240  -0.605
N -4.545 0.763 -0.673  -0.613
C -3.431 0.203 -0.159  0.699
O -3.423 -0.341 0.932  -0.664
C -2.215 0.285 -1.062  -0.523
C -0.901 0.594 -0.318  -0.043
N -0.673 -0.333 0.770  -0.899
S 0.093 -1.737 0.303  2.323
O -0.048 -2.684 1.368  -0.933
O -0.294 -2.134 -1.027  -0.958
C 1.777 -1.143 0.257  -0.371
C 2.423 -0.919 -0.942  -0.175
C 3.702 -0.392 -0.953  -0.215
C 4.334 -0.092 0.253  0.168
N 5.621 0.442 0.318  -0.606
C 6.455 0.815 -0.703  0.688
C 7.779 1.342 -0.189  -0.714
O 6.178 0.741 -1.875  -0.590
C 3.672 -0.336 1.460  -0.253
C 2.395 -0.857 1.460  -0.149
C -0.775 2.056 0.158  -0.203
C 0.645 2.294 0.669  -0.612
C -1.787 2.425 1.237  -0.617
H -7.146 -2.076 -1.614  0.211
H -6.298 -2.013 -0.066  0.212
H -5.451 -1.588 -1.548  0.206
H -7.809 -0.045 -0.356  0.207
H -6.949 0.399 -1.831  0.189
H -5.665 0.212 0.939  0.233
H -5.603 2.698 0.829  0.216
H -6.490 2.667 -0.701  0.198
H -7.271 2.123 0.785  0.215
H -4.523 1.169 -1.595  0.393
H -2.087 -0.705 -1.511  0.271
H -2.368 1.016 -1.858  0.209
H -0.084 0.422 -1.032  0.217
H -1.540 -0.531 1.269  0.448
H 1.917 -1.171 -1.861  0.241
H 4.215 -0.210 -1.882  0.255
H 5.971 0.572 1.257  0.397
H 8.403 1.618 -1.033  0.245
H 8.286 0.579 0.397  0.228
H 7.618 2.218 0.437  0.228
H 4.166 -0.112 2.395  0.210
H 1.863 -1.058 2.376  0.242
H -0.942 2.695 -0.717  0.195
H 0.842 1.642 1.516  0.217
H 1.378 2.078 -0.106  0.208
H 0.766 3.328 0.983  0.208
H -1.608 3.443 1.579  0.211
H -1.695 1.752 2.084  0.215
H -2.805 2.369 0.860  0.205